*one*
A 3-piece molecular cluster, C5H11N3O overall. Source: the OMol25 dataset; level of theory: the ωB97M-V functional and the def2-TZVPD basis.

Last column: natural (NBO) charge in e.
Element x y z (Å)
C 0.65519 -1.87227 0.86932  -0.61
C 1.27000 -1.17296 -0.29829  -0.23
C 2.27160 -0.02410 -0.33987  -0.43
C 0.93272 0.22535 -0.73904  -0.10
C -1.04891 0.54035 0.65404  0.19
H -0.27547 -2.30761 0.56788  0.21
H 0.54666 -1.17792 1.75222  0.21
H 1.39874 -2.58468 0.91892  0.21
H 1.49559 -1.91562 -1.01737  0.20
H 2.60844 0.45058 0.48430  0.22
H 3.27339 -0.50232 -0.91991  0.23
H 0.17346 0.23714 -1.77873  0.28
H -1.03225 2.98469 -0.87009  0.27
H 1.36788 3.21349 -0.25569  0.36
H -1.43374 1.04860 1.73843  0.26
H -2.76362 -1.39270 -1.19828  0.47
N 0.23666 0.97213 0.53699  -0.32
N 0.06302 2.41407 0.21801  -0.65
N -1.36952 -0.28335 -0.47366  -0.19
O -2.79421 -0.74397 -0.28350  -0.58

total charge = 0
Kohn-Sham gap = 7.89 eV
E_HOMO = -8.79 eV

*two*
A single C5H11N3O molecule. Source: the OMol25 dataset; level of theory: the ωB97M-V functional and the def2-TZVPD basis.

Last column: natural (NBO) charge in e.
Element x y z (Å)
C -0.41446 1.00994 2.07714  -0.44
C 1.26644 -1.41922 -0.75648  -0.71
N 0.33957 0.69864 0.86133  -0.12
C -0.03636 -1.01987 -0.08367  0.56
N 1.70362 0.99833 1.02214  -0.67
O -0.73370 -1.83541 0.51802  -0.66
H 1.96293 1.32658 1.94766  0.36
H 1.99558 1.68796 0.33512  0.37
H 0.01602 0.49558 2.94194  0.22
H -1.44639 0.68611 1.94700  0.23
H -0.40681 2.08961 2.25392  0.19
H 2.00329 -1.65030 0.01366  0.24
H 1.67051 -0.64925 -1.41652  0.21
H 1.08444 -2.31132 -1.35804  0.24
C -1.75037 -0.28641 -2.02021  -0.68
C -0.78210 0.13753 -0.97312  0.21
N -0.51557 1.26249 -0.48690  -0.27
H -1.21544 -0.81847 -2.81066  0.24
H -2.27209 0.57700 -2.43609  0.23
H -2.46911 -0.97951 -1.57624  0.26

total charge = 0
Kohn-Sham gap = 9.13 eV
E_HOMO = -8.23 eV

*three*
A single C5H11N3O molecule. Source: the OMol25 dataset; level of theory: the ωB97M-V functional and the def2-TZVPD basis.

Last column: natural (NBO) charge in e.
Element x y z (Å)
C 1.64896 -0.37310 0.73565  -0.63
C 1.36893 -0.81729 -1.72440  -0.64
C -1.09071 1.13666 0.89391  0.73
C -0.67496 -0.71075 -0.23527  0.33
C 0.68116 -0.52733 -0.41289  -0.15
N -1.36599 1.82972 2.02645  -0.81
N -1.47251 -1.35237 -1.15143  -0.82
O -0.93793 1.99459 -0.13511  -0.72
N -1.26025 -0.16916 0.85859  -0.58
H -1.76512 2.43443 -0.36476  0.50
H -0.86546 2.69887 2.14139  0.39
H -1.31328 1.24515 2.85063  0.39
H -1.02231 -2.13267 -1.60982  0.38
H -2.37223 -1.58643 -0.74896  0.38
H 2.19038 0.57529 0.64733  0.19
H 2.39777 -1.17494 0.72427  0.20
H 1.16549 -0.39931 1.71495  0.21
H 0.68541 -0.83742 -2.57740  0.21
H 1.88335 -1.78644 -1.69914  0.19
H 2.11931 -0.04750 -1.93398  0.21

total charge = 0
Kohn-Sham gap = 7.36 eV
E_HOMO = -6.76 eV

Energies relative to the minimum, hartree: *one* 0.5001; *two* 0.1037; *three* 0.0000

*one*
A single C5H11N3O molecule. Source: the OMol25 dataset; level of theory: the ωB97M-V functional and the def2-TZVPD basis.

Last column: natural (NBO) charge in e.
Element x y z (Å)
C 0.34539 -0.15417 -0.27624  -0.15
C 0.08948 -0.34336 -1.77090  -0.61
C 1.47638 -1.05074 0.20464  -0.63
C 0.45378 1.28064 0.10104  0.66
C -1.16491 -0.26362 0.60670  0.55
N 1.42669 1.78833 0.88292  -0.79
N -2.34341 -0.20810 -0.10310  -0.85
N -1.10846 -0.81808 1.76559  -0.79
O -0.65475 1.88583 0.08578  -0.67
H 1.31334 2.72093 1.25562  0.41
H 2.21221 1.25089 1.21489  0.40
H -3.17721 -0.11875 0.46414  0.39
H -2.34320 0.46328 -0.86435  0.40
H -1.93758 -1.38481 1.93643  0.34
H -0.26021 -1.36059 -1.97690  0.22
H 1.00553 -0.17706 -2.35201  0.21
H -0.65098 0.35339 -2.17564  0.22
H 2.44581 -0.76052 -0.22293  0.21
H 1.59870 -1.01194 1.29177  0.24
H 1.27340 -2.09153 -0.06746  0.23

total charge = 0
Kohn-Sham gap = 9.39 eV
E_HOMO = -8.58 eV

*two*
A 2-piece molecular cluster, C5H11N3O overall. Source: the OMol25 dataset; level of theory: the ωB97M-V functional and the def2-TZVPD basis.

Last column: natural (NBO) charge in e.
Element x y z (Å)
C -1.53705 -0.97931 -0.47843  -0.68
C -0.83058 0.34436 -0.62773  0.42
N 0.33912 0.25886 -1.65315  -0.66
N -1.52152 1.42941 -0.56405  -0.77
H 0.76693 1.18858 -1.65756  0.44
H 0.03728 -0.00207 -2.59778  0.41
H -0.99921 2.26929 -0.79965  0.34
H -1.96671 -1.27723 -1.43974  0.22
H -0.89552 -1.78250 -0.13092  0.24
H -2.35470 -0.82651 0.22183  0.25
C 0.20335 -0.24353 2.14668  -0.72
C 0.61721 0.40689 0.86384  0.16
C 1.36539 -0.70841 -1.05421  0.52
N 1.35875 1.42867 0.73360  -0.76
O 1.20079 -1.88899 -1.19725  -0.55
H 1.66485 1.84422 1.62150  0.32
H 2.29543 -0.19796 -0.79870  0.18
H 0.66140 0.23388 3.02132  0.20
H 0.47805 -1.30209 2.13860  0.23
H -0.88326 -0.19555 2.25179  0.24

total charge = 0
Kohn-Sham gap (alpha / beta) = 7.59 / 7.59 eV
E_HOMO (alpha / beta) = -7.35 / -7.35 eV

Energies relative to the minimum, hartree: *one* 0.0000; *two* 0.1148

*one*
A single C3H2N2O2 molecule. Source: the OMol25 dataset; level of theory: the ωB97M-V functional and the def2-TZVPD basis.

Last column: natural (NBO) charge in e.
Element x y z (Å)
O -2.51800 0.03206 -0.89085  -0.44
C -1.72448 0.24635 -0.01362  0.34
C -0.39461 -0.51615 0.03745  0.54
N 0.65266 0.24777 0.63593  -0.40
C 1.86255 0.34725 -0.09249  0.20
N 1.97357 -0.64834 0.62961  -0.13
O -0.29298 -1.66383 -0.30095  -0.47
H -1.90716 0.98312 0.79044  0.14
H 2.36350 1.00242 -0.79687  0.23

total charge = 0
Kohn-Sham gap = 9.44 eV
E_HOMO = -10.06 eV

*two*
A single C3H2N2O2 molecule. Source: the OMol25 dataset; level of theory: the ωB97M-V functional and the def2-TZVPD basis.

Last column: natural (NBO) charge in e.
Element x y z (Å)
C 0.81082 1.02296 1.24288  0.21
C 0.04214 0.16164 0.43528  0.32
C -0.32676 -1.20512 -1.34775  0.17
H -0.11019 -0.97556 -2.50501  0.22
H 0.01185 -2.22735 -0.96196  0.19
N 1.92481 1.65731 1.49963  -0.18
N -1.24582 -0.00953 0.40151  -0.08
O -1.63788 -0.70710 -0.79907  -0.36
O 0.66141 -0.31896 -0.67887  -0.48

total charge = 0
Kohn-Sham gap = 9.43 eV
E_HOMO = -10.09 eV

*three*
A single C3H2N2O2 molecule. Source: the OMol25 dataset; level of theory: the ωB97M-V functional and the def2-TZVPD basis.

Last column: natural (NBO) charge in e.
Element x y z (Å)
C 0.63063 0.67874 0.11797  0.50
C -0.63706 -1.11896 0.21417  -0.16
C 0.77015 -0.70411 0.03632  0.38
H -1.02195 2.07479 -0.13295  0.44
H -1.19511 -2.00575 0.03254  0.22
N -0.66966 0.97817 -0.04421  -0.43
N -1.38241 -0.09122 -0.13670  -0.10
O 1.63481 1.42591 0.03790  -0.46
O 1.87060 -1.23756 -0.12503  -0.40

total charge = 0
Kohn-Sham gap = 8.17 eV
E_HOMO = -10.15 eV

*four*
A single C3H2N2O2 molecule. Source: the OMol25 dataset; level of theory: the ωB97M-V functional and the def2-TZVPD basis.

Last column: natural (NBO) charge in e.
Element x y z (Å)
C -1.76758 -0.41881 0.26351  0.38
C -0.25382 -0.07173 0.06332  0.17
C 1.72932 0.73759 0.03510  0.31
H -1.85306 -1.47449 0.66820  0.17
H 2.76798 1.34839 0.33403  0.25
N 0.39964 1.11063 0.06664  -0.46
N 0.63097 -1.10014 -0.09007  -0.12
O -2.61616 0.40348 -0.24032  -0.46
O 1.81907 -0.58218 -0.13591  -0.24

total charge = 0
Kohn-Sham gap = 10.34 eV
E_HOMO = -10.80 eV

Energies relative to the minimum, hartree: *one* 0.0323; *two* 0.0656; *three* 0.0000; *four* 0.0061